{"formula": "C5H6F4INO3S", "method": "ωB97M-V/def2-TZVPD", "lumo_ev": 0.10, "energy_ev": -42718.073, "e_homo_ev": -10.02, "relative_energy_kj_mol": 0.0, "gap_ev": 10.12, "charge": 0, "species": ["C", "C", "C", "C", "C", "N", "O", "O", "O", "F", "F", "F", "F", "S", "I", "H", "H", "H", "H", "H", "H"], "positions_angstrom": [[2.10941, -0.00225, 0.68975], [2.02637, -2.15668, -0.50478], [-1.40040, 1.39135, 0.85073], [-1.72455, 2.14370, -0.45153], [-1.12166, -0.15763, 0.60142], [1.46415, -0.94291, -0.04385], [1.50322, 0.99339, 1.02089], [0.24578, 0.61592, -1.62842], [-0.39425, -1.84594, -1.44022], [-2.54440, 1.54328, 1.59933], [-2.36620, 1.34748, -1.30383], [-2.65887, 3.11412, -0.24953], [-0.39463, -0.54386, 1.72114], [0.01121, -0.57511, -0.92515], [-2.83050, -1.37718, 0.49418], [3.10620, -0.33417, 0.98655], [2.95632, -2.44322, -0.01316], [1.28065, -2.99624, -0.33212], [2.19640, -2.06148, -1.51916], [-0.62543, 1.80615, 1.29139], [-0.83883, 2.48129, -0.84362]], "lowdin_charge": [-0.2992, -0.0921, -0.2370, -0.3521, -0.7907, -0.2061, 0.0413, -0.2329, -0.3311, -0.0029, 0.0563, 0.0847, -0.0798, 0.6952, 1.0923, 0.1487, 0.1037, 0.1213, 0.0654, 0.0906, 0.1243]}

---

{"formula": "C5H6FN", "method": "ωB97M-V/def2-TZVPD", "smiles": "C/C(F)=C/N1C=C1", "lumo_ev": 1.04, "energy_ev": -9484.738, "e_homo_ev": -8.41, "relative_energy_kj_mol": 458.2, "gap_ev": 9.45, "charge": 0, "species": ["C", "C", "F", "C", "N", "C", "C", "H", "H", "H", "H", "H", "H"], "positions_angstrom": [[-2.09556, -0.23373, 0.06581], [-0.70361, -0.84451, 0.19059], [-0.81956, -2.19168, -0.04801], [0.47366, -0.23169, 0.27616], [1.74564, -0.87109, 0.43593], [3.08425, -0.00041, 0.32432], [2.71859, -0.71820, -0.63876], [-2.55701, -0.53109, 1.04599], [-2.71513, -0.55034, -0.82812], [-1.92808, 0.89655, -0.15520], [0.37121, 0.79018, 0.33900], [3.72601, 0.46523, 1.01795], [2.86615, -1.07528, -1.63654]], "lowdin_charge": [-0.0473, -0.3261, 0.0139, -0.1087, -0.0382, 0.0428, -0.0828, 0.0896, 0.0893, 0.1028, 0.0817, 0.0800, 0.1031]}

---

{"formula": "C5H6FN3O", "method": "ωB97M-V/def2-TZVPD", "lumo_ev": 0.38, "energy_ev": -14510.842, "e_homo_ev": -7.91, "relative_energy_kj_mol": 355.7, "gap_ev": 8.29, "charge": 0, "species": ["C", "C", "C", "C", "C", "N", "N", "N", "O", "F", "H", "H", "H", "H", "H", "H"], "positions_angstrom": [[0.92578, -2.02204, 0.23604], [2.62668, -0.87724, -0.53325], [1.06259, 0.64948, -1.82442], [-0.24643, 1.65747, 0.28441], [-1.69288, 1.69422, 0.28434], [0.36282, -1.25181, -0.58970], [2.28971, -1.88780, 0.27080], [1.40553, -0.45558, -1.14219], [3.69098, -0.48618, -0.88987], [0.25769, 1.42760, 1.50114], [0.31704, -2.79440, 0.81351], [2.04221, 1.16823, -2.21681], [-2.13358, 1.48164, -0.77715], [-2.25451, 1.41398, 1.12949], [-1.55734, 2.83833, 0.30993], [2.98892, -2.46753, 0.84244]], "lowdin_charge": [-0.1857, -0.5361, 0.0796, -0.1422, -0.1067, 0.0956, 0.1429, -0.1607, 0.1100, -0.0111, 0.1532, 0.0533, 0.1255, 0.0514, 0.1205, 0.2104]}

---

{"formula": "C5H6FNS", "method": "ωB97M-V/def2-TZVPD", "smiles": "C[C@@H]1[C@H](S)[C@@]1(F)C#N", "lumo_ev": 0.49, "energy_ev": -20323.363, "e_homo_ev": -9.70, "relative_energy_kj_mol": 83.2, "gap_ev": 10.19, "charge": 0, "species": ["C", "C", "C", "S", "C", "F", "C", "N", "H", "H", "H", "H", "H", "H"], "positions_angstrom": [[-1.56742, -0.81609, 0.15077], [-0.60264, 0.15788, -0.45964], [0.86589, -0.15774, -0.71795], [1.53369, -1.81564, -0.40391], [0.45424, 0.74792, 0.39634], [0.48959, 0.29145, 1.68919], [0.83153, 2.07837, 0.23739], [1.02553, 3.18816, 0.08854], [-1.95209, -1.58742, -0.55843], [-1.00438, -1.36418, 0.89804], [-2.39113, -0.38858, 0.66448], [-1.04905, 0.89864, -1.15727], [1.27873, 0.30634, -1.58810], [2.08751, -1.53912, 0.76056]], "lowdin_charge": [-0.0581, -0.2420, -0.4842, 0.7950, -0.4794, 0.0603, -0.1396, 0.2003, 0.1014, 0.0598, 0.0710, 0.1591, 0.0996, -0.1432]}

---

{"formula": "C5H6FNS", "method": "ωB97M-V/def2-TZVPD", "smiles": "C[C@@H]1[C@H](S)[C@@]1(F)C#N", "lumo_ev": 0.40, "energy_ev": -20320.556, "e_homo_ev": -9.51, "relative_energy_kj_mol": 354.0, "gap_ev": 9.91, "charge": 0, "species": ["C", "C", "C", "S", "C", "F", "C", "N", "H", "H", "H", "H", "H", "H"], "positions_angstrom": [[0.51458, -1.46973, -0.92353], [0.11973, 0.06411, -0.78449], [0.62226, 0.68301, 0.52034], [1.41221, -0.27566, 1.74289], [-0.85461, 0.41732, 0.11679], [-1.51518, -0.35012, 1.07269], [-1.82230, 1.46719, -0.09298], [-3.01359, 1.99387, -0.14204], [1.70529, -1.21476, -1.20371], [0.60047, -2.14876, -0.00366], [0.04265, -2.04722, -1.76440], [0.27591, 0.74022, -1.62044], [0.90302, 1.82097, 0.31193], [1.00956, 0.31955, 2.77062]], "lowdin_charge": [-0.0631, -0.2869, -0.5389, 0.8453, -0.5103, 0.0338, -0.0374, 0.1404, 0.1364, 0.0692, 0.0752, 0.1551, 0.1572, -0.1760]}

---

{"formula": "C5H6FeO4", "method": "ωB97M-V/def2-TZVPD", "lumo_ev": [-6.03, -6.03], "multiplicity": 6, "energy_ev": -47844.868, "e_homo_ev": [-9.66, -12.92], "relative_energy_kj_mol": 432.5, "gap_ev": [3.63, 6.89], "charge": 1, "species": ["O", "C", "O", "O", "C", "C", "Fe", "H", "H", "H", "H", "C", "C", "O", "H", "H"], "positions_angstrom": [[-1.66842, 2.73900, 0.02075], [-1.05397, 1.89085, 0.71348], [-1.06399, 1.91790, 1.96976], [-0.38515, 0.92497, 0.07504], [-0.06400, -0.25449, 0.79155], [0.61849, -1.26263, -0.13002], [-2.19611, 3.56699, 1.77411], [-0.96530, -0.68542, 1.24546], [0.64932, -0.02848, 1.59478], [1.03337, -2.04272, 0.52835], [2.45300, -0.51555, -1.06928], [-0.44312, -1.56717, -1.38038], [1.43750, -0.83217, -1.34241], [-1.30421, -1.94739, -1.97992], [1.81531, -2.00872, -0.98180], [1.13726, 0.10503, -1.82946]], "lowdin_charge": [-0.0808, -0.7687, -0.1072, 0.0360, -0.1326, -0.1942, 0.8522, 0.1595, 0.1606, 0.1753, 0.1083, 0.0788, -0.0697, 0.3981, 0.2360, 0.1485]}

---

{"formula": "C5H6IN3", "method": "ωB97M-V/def2-TZVPD", "lumo_ev": 0.15, "energy_ev": -17851.749, "e_homo_ev": -8.24, "relative_energy_kj_mol": 0.0, "gap_ev": 8.39, "charge": 0, "species": ["C", "C", "C", "C", "C", "N", "N", "N", "I", "H", "H", "H", "H", "H", "H"], "positions_angstrom": [[1.65587, -1.79218, -0.07201], [0.34839, -2.22623, -0.00999], [1.91937, -0.45599, -0.05995], [-0.31535, -0.01939, -0.01515], [-1.20083, 2.27594, 0.08151], [-0.66696, -1.36389, 0.09667], [0.92156, 0.42272, -0.01387], [-1.36827, 0.94246, 0.06904], [-3.20338, 0.13024, -0.01152], [2.55230, -2.43350, -0.13690], [0.13256, -3.30076, 0.04744], [2.95478, -0.08838, -0.04119], [-0.17059, 2.44958, -0.18805], [-1.98290, 2.71157, -0.69007], [-1.57655, 2.74782, 0.94404]], "lowdin_charge": [-0.0937, -0.1358, -0.1355, -0.4333, -0.2457, 0.0375, 0.1099, -0.6104, 0.9342, 0.1081, 0.1156, 0.1175, 0.0793, 0.0962, 0.0560]}

---

{"formula": "C5H6INO2S", "method": "ωB97M-V/def2-TZVPD", "lumo_ev": -1.75, "energy_ev": -29800.876, "e_homo_ev": -9.67, "relative_energy_kj_mol": 57.2, "gap_ev": 7.91, "charge": 0, "species": ["C", "C", "C", "C", "C", "N", "O", "O", "S", "I", "H", "H", "H", "H", "H", "H"], "positions_angstrom": [[-1.32449, -0.55598, 0.25277], [-1.28529, 0.61359, -0.44747], [-2.65074, -0.95191, 0.70671], [-0.23836, -1.44400, 0.41801], [-0.16632, 1.38104, -1.12121], [-3.50798, 0.11334, 0.48250], [-3.01608, -2.07175, 1.11579], [-2.67479, 2.60686, 0.43716], [-2.91097, 1.43840, -0.36402], [-5.65147, -0.27009, -0.04538], [0.26705, -1.71471, -0.48065], [-0.59599, -2.42678, 0.96855], [0.53218, -1.05932, 1.18426], [0.60563, 1.71655, -0.36343], [-0.50225, 2.29636, -1.60762], [0.33056, 0.84602, -1.84473]], "lowdin_charge": [-0.2706, -0.2777, -0.5485, -0.0515, -0.0529, -0.5445, 0.0356, -0.4516, 0.8128, 0.7722, 0.0793, 0.1303, 0.1261, 0.1175, 0.0762, 0.0472]}

---

Repeat the fifth record exactly.
{"formula": "C5H6FNS", "method": "ωB97M-V/def2-TZVPD", "smiles": "C[C@@H]1[C@H](S)[C@@]1(F)C#N", "lumo_ev": 0.40, "energy_ev": -20320.556, "e_homo_ev": -9.51, "relative_energy_kj_mol": 354.0, "gap_ev": 9.91, "charge": 0, "species": ["C", "C", "C", "S", "C", "F", "C", "N", "H", "H", "H", "H", "H", "H"], "positions_angstrom": [[0.51458, -1.46973, -0.92353], [0.11973, 0.06411, -0.78449], [0.62226, 0.68301, 0.52034], [1.41221, -0.27566, 1.74289], [-0.85461, 0.41732, 0.11679], [-1.51518, -0.35012, 1.07269], [-1.82230, 1.46719, -0.09298], [-3.01359, 1.99387, -0.14204], [1.70529, -1.21476, -1.20371], [0.60047, -2.14876, -0.00366], [0.04265, -2.04722, -1.76440], [0.27591, 0.74022, -1.62044], [0.90302, 1.82097, 0.31193], [1.00956, 0.31955, 2.77062]], "lowdin_charge": [-0.0631, -0.2869, -0.5389, 0.8453, -0.5103, 0.0338, -0.0374, 0.1404, 0.1364, 0.0692, 0.0752, 0.1551, 0.1572, -0.1760]}